Computed, not measured: a molecular structure, C16H20BeF12N3O17 in a non-equilibrium geometry, with the ωB97M-V functional and the def2-TZVPD basis.

Geometry as XYZ:
```
69
Properties=species:S:1:pos:R:3
H -1.52 2.04 5.31
F 4.99 -3.62 -1.05
F -1.14 4.62 0.36
C 3.43 -2.24 0.07
F -4.24 -0.30 -0.19
O -0.80 -2.96 2.29
C 3.33 -3.08 2.41
C -3.99 1.00 -0.26
F -1.94 5.26 2.25
C -2.79 1.28 -1.19
H -3.13 0.23 4.85
H -1.12 1.03 3.86
H -3.54 0.85 3.35
O -1.67 0.86 -0.95
C -1.89 4.30 1.39
N 3.76 1.58 1.17
C -2.36 3.02 -4.36
N -0.57 -1.83 1.81
H 3.16 -1.06 3.22
N 1.73 2.28 -1.75
O 0.84 2.55 -0.95
H -1.28 -4.79 -0.20
C -1.72 1.84 4.26
C -1.40 3.04 2.15
O -1.71 3.03 3.47
O 1.88 1.15 -2.09
O 0.07 -3.16 -2.94
O 3.89 -3.03 1.07
H -1.65 3.60 -2.26
H 2.25 -3.23 2.46
O 2.57 3.06 -2.12
H 0.99 -3.81 -1.18
H 3.73 -3.97 2.90
H 4.81 -1.57 3.10
C 4.31 -2.52 -1.17
C -1.20 -4.11 -1.06
C 3.80 -1.93 3.32
C -1.91 2.77 -2.91
F 1.26 -0.94 -4.71
O 0.22 -1.22 -1.70
O -0.88 2.05 1.58
O 4.54 1.94 2.03
C -3.10 1.17 4.30
H -3.88 1.82 4.69
H -2.75 2.11 -4.81
H -3.19 3.72 -4.45
O 0.46 -1.24 2.20
F -5.05 1.71 -0.65
C 0.00 -1.04 -4.24
H -0.98 2.19 -2.97
Be 0.58 0.41 0.39
H -2.05 -4.20 -1.73
C 0.14 -4.04 -1.82
H -1.37 -3.14 -0.59
O -1.25 -1.30 0.98
O 2.64 1.40 1.48
F -0.73 -1.83 -5.11
H -1.59 3.45 -5.00
F 5.15 -1.51 -1.32
C 0.11 -1.72 -2.83
F -0.56 0.14 -4.06
H 3.83 -2.20 4.38
H 0.29 -5.04 -2.23
F -3.11 4.06 0.93
O -3.01 2.18 -2.16
F -3.69 1.31 1.01
O 2.50 -1.42 0.10
F 3.46 -2.67 -2.13
O 4.06 1.67 -0.02
```

The calculation puts the molecular weight at 763.3 g/mol. The calculation puts the HOMO-LUMO gap (spin up / spin down) at 0.2667 / 0.1495 Eh. As for the total charge: 0. The calculation puts the lowest unoccupied orbital energy (spin up / spin down) at -0.0668 / -0.1835 hartree. Its calculated total energy is -89188.9928 eV. Its spin multiplicity is 2.

---

Computed, not measured: 9 unconnected molecules or ions with the total composition C32H88N8O12S in a non-equilibrium geometry, with the ωB97M-V functional and the def2-TZVPD basis.

Geometry as XYZ:
```
141
Properties=species:S:1:pos:R:3
H 23.27 -26.13 2.42
H 18.71 -32.28 3.52
C 20.80 -32.03 2.76
H 28.55 -37.80 -10.01
H 20.23 -35.13 -14.18
H 22.23 -31.01 6.36
H 33.10 -32.49 0.82
H 19.29 -33.91 -9.92
H 22.56 -31.41 3.81
O 21.34 -32.11 -3.62
H 28.60 -32.32 -3.36
C 24.00 -25.25 -1.53
C 30.96 -32.02 -0.66
H 28.85 -34.81 -10.86
H 21.08 -29.72 6.67
H 28.08 -34.07 -9.41
H 21.14 -32.67 0.95
O 16.18 -23.44 -8.11
H 19.05 -35.89 -5.96
H 15.39 -25.14 -7.29
H 17.49 -32.30 -10.62
C 14.07 -35.23 -5.57
H 29.96 -31.27 -3.50
O 31.70 -33.22 -0.63
N 17.53 -26.84 -7.33
H 21.68 -25.85 1.77
C 15.07 -29.02 -1.00
H 14.69 -30.81 -1.78
H 26.58 -35.57 -10.63
H 25.95 -36.81 -8.70
N 21.65 -32.70 1.82
H 19.54 -25.60 -8.34
C 18.17 -32.79 -11.31
C 22.67 -25.42 1.86
H 16.66 -38.75 -4.35
C 21.22 -30.66 6.14
C 33.01 -33.04 -0.12
C 28.06 -38.78 -12.57
O 21.72 -30.17 -4.94
H 14.16 -23.03 -7.74
O 23.46 -25.01 0.80
S 22.29 -31.39 -4.40
H 22.55 -24.46 2.37
N 28.84 -30.83 -1.20
H 22.38 -32.08 1.50
C 19.48 -32.83 2.99
H 18.95 -33.04 2.06
H 13.88 -35.03 -4.52
H 18.82 -24.19 -8.74
C 21.54 -31.72 4.05
H 18.28 -25.54 -9.66
C 17.38 -37.95 -4.19
O 12.73 -29.27 -0.40
H 20.43 -31.07 2.40
H 20.57 -31.32 6.71
H 17.03 -28.47 -0.78
H 24.83 -24.55 -1.46
H 29.16 -35.45 -9.29
H 21.33 -34.12 -11.32
C 17.45 -36.92 -5.31
N 24.49 -26.18 -2.53
C 16.32 -35.84 -5.22
H 18.34 -32.29 -12.26
H 13.74 -27.53 -0.12
H 24.65 -26.50 0.03
H 19.06 -36.37 -13.70
H 20.70 -32.43 -9.41
C 18.56 -25.24 -8.65
H 22.98 -26.71 -0.43
H 16.12 -35.75 -4.15
H 17.84 -24.93 -6.70
C 27.31 -36.05 -9.97
H 17.60 -33.67 -11.60
C 29.61 -32.06 -1.48
H 31.52 -31.17 -1.05
C 28.38 -35.00 -9.90
H 16.28 -27.65 -2.17
H 18.41 -27.23 -7.04
O 27.91 -37.42 -11.97
H 18.70 -35.58 -4.39
O 19.74 -35.27 -12.10
C 17.54 -25.45 -7.61
O 20.87 -30.76 4.78
C 29.61 -32.16 -2.97
H 28.03 -31.04 -1.77
C 16.13 -27.98 -1.14
H 15.89 -27.14 -0.49
H 15.27 -29.55 -0.07
C 22.77 -24.53 -2.12
H 13.08 -35.45 -5.97
C 13.67 -28.34 -0.85
H 29.01 -32.89 -1.12
H 23.05 -23.81 -2.89
H 27.19 -39.37 -12.28
H 19.56 -31.45 -9.77
H 30.68 -31.76 0.36
C 16.16 -24.88 -8.02
N 20.14 -32.15 -10.20
C 19.39 -35.35 -13.51
O 15.10 -36.24 -5.83
C 20.35 -34.02 -11.78
N 18.76 -36.31 -5.08
H 14.55 -23.00 -9.39
H 11.26 -27.85 -0.39
H 22.01 -25.19 -2.53
H 17.04 -27.08 -6.48
H 33.57 -33.97 -0.03
O 23.42 -31.00 -3.53
H 26.33 -35.35 -8.33
H 28.92 -39.34 -12.22
H 23.84 -26.95 -2.57
H 28.10 -38.83 -13.65
H 26.91 -38.08 -10.38
H 19.59 -33.75 3.57
H 22.32 -23.97 -1.30
H 30.19 -32.97 -3.42
H 17.56 -37.31 -6.32
O 22.83 -32.16 -5.54
H 18.55 -34.68 -13.68
H 10.71 -29.51 -0.15
H 16.17 -30.20 -2.25
H 16.61 -34.85 -5.57
H 33.57 -32.42 -0.82
H 21.55 -32.69 4.55
N 15.19 -30.00 -2.12
N 26.76 -36.22 -8.62
H 28.44 -30.85 -0.28
C 19.47 -33.29 -10.79
C 14.97 -22.77 -8.41
H 13.27 -27.82 -1.72
H 17.07 -37.55 -3.23
C 23.74 -25.96 -0.25
C 11.41 -28.88 -0.71
C 27.71 -37.38 -10.57
H 11.13 -28.91 -1.76
H 14.29 -34.30 -6.09
H 25.29 -26.63 -2.12
H 18.30 -38.53 -4.06
H 20.65 -33.48 -12.68
H 15.15 -21.70 -8.29
H 15.95 -25.29 -9.01
```

The calculation puts the molecular weight at 809.2 g/mol. The calculation puts the HOMO-LUMO gap at 0.1074 Eh. As for the total charge: -2. The calculation puts the lowest unoccupied orbital energy at 0.1245 hartree. Its calculated total energy is -81928.4392 eV.

---

Computed, not measured: 2 unconnected molecules or ions with the total composition C3H11NO in a non-equilibrium geometry, with the ωB97M-V functional and the def2-TZVPD basis.

Geometry as XYZ:
```
16
Properties=species:S:1:pos:R:3
N -0.28 -0.51 -0.18
C 0.26 0.82 -0.62
C 0.13 -1.64 -1.10
H -0.02 -2.62 -0.56
H 0.73 0.89 -1.67
O -1.92 -0.11 2.50
H -0.72 1.32 -0.71
H 1.67 2.31 -0.27
H 1.09 -1.41 -1.40
H 0.92 1.81 1.16
H -2.39 -0.94 2.09
C 1.33 1.51 0.36
H -1.33 -0.04 1.81
H -1.29 -0.54 -0.01
H 2.05 0.83 0.69
H -0.24 -1.68 -2.09
```

The calculation puts the molecular weight at 77.1 g/mol. Its SMILES is CCNC.O. The calculation puts the HOMO-LUMO gap at 0.3623 Eh. As for the total charge: 0. The calculation puts the lowest unoccupied orbital energy at 0.0300 hartree. Its calculated total energy is -6824.8312 eV.

---

Computed, not measured: 6 unconnected molecules or ions with the total composition C36H77INO19S5 in a non-equilibrium geometry, with the ωB97M-V functional and the def2-TZVPD basis.

Geometry as XYZ:
```
139
Properties=species:S:1:pos:R:3
H 5.42 -0.93 3.40
S -1.98 -1.91 9.30
H -3.37 -4.81 -2.89
H 3.65 7.88 -5.30
C -2.58 -4.93 8.21
H -5.13 -2.54 3.30
C -1.98 -2.96 -2.74
O 2.40 11.62 -7.96
C -1.86 -5.19 -1.18
H 5.38 0.85 3.35
O 1.70 -5.52 -0.29
C 3.62 -11.62 -3.88
C 4.65 8.24 -4.85
H -2.87 -1.84 3.92
O -1.24 -2.02 8.07
O 1.60 -10.07 -4.48
H 2.33 4.22 -3.07
H 1.76 7.30 -3.07
H -3.99 -3.84 9.44
S 1.97 -11.09 -3.53
H -2.19 -6.57 3.41
O -2.04 -3.37 10.00
O -4.84 1.54 2.32
H -0.75 2.21 -3.90
C -0.07 2.69 -3.08
S 3.82 11.87 -7.21
H 3.97 -12.24 -3.05
H 3.60 -12.21 -4.80
C -2.49 -5.76 2.62
C -1.80 1.05 -1.76
H -1.50 -3.96 4.72
O 2.60 1.76 1.75
H -1.46 -1.09 11.46
H 0.57 -11.12 -0.22
H -0.88 -3.23 -2.95
C -7.30 1.02 1.59
H 4.60 9.35 -4.54
H -0.01 -1.71 10.60
C 2.58 6.48 -3.14
H 1.72 3.55 3.76
H -2.74 1.65 -2.08
H -1.34 -1.63 -0.97
C 0.16 -10.37 -0.90
O 2.88 1.16 4.15
H 2.98 -0.92 4.09
H -2.57 -4.19 7.41
H 2.75 6.18 -4.25
C -3.00 -4.31 9.53
C -2.08 -1.59 -1.85
H 1.04 2.48 -3.31
H 1.39 -5.98 5.21
O 0.94 0.23 2.88
C 4.78 -0.06 3.24
C -4.72 -1.65 2.82
H -0.31 4.69 -4.18
C 0.70 12.44 -6.42
H -0.41 -10.90 -1.67
H 4.35 6.35 -1.68
C -0.93 -1.14 10.51
C 5.12 7.37 -3.56
C -0.41 4.28 -3.10
O 3.82 13.19 -6.63
C 0.76 -5.75 4.28
C -2.80 -4.20 -2.09
H 5.63 6.38 -3.91
H -4.04 -0.71 4.65
C -0.28 -5.36 1.53
N -1.67 -5.81 1.37
C 0.80 -6.16 0.56
H 0.51 13.27 -7.10
H 2.62 5.07 -1.37
H -1.99 0.65 -0.68
S 1.85 1.35 2.91
H -0.77 -4.83 -1.26
H 0.52 10.86 -7.85
H 3.68 8.07 -1.91
C -1.62 -0.28 -2.73
O -2.56 -4.41 3.22
H -3.48 -5.67 0.25
H -0.61 2.78 -0.87
H -0.70 -0.13 10.16
H 0.29 4.74 -0.98
C 3.94 7.10 -2.47
C -2.46 -5.10 0.33
O -3.28 -1.30 9.36
H 5.96 7.99 -3.05
O 2.28 -10.39 -2.11
O -5.22 0.02 0.35
C 4.83 11.91 -8.67
H -0.53 -9.73 -0.35
H 1.54 10.44 -6.48
C 2.08 5.12 -2.39
H 0.89 -8.84 -2.25
H -7.88 0.23 1.12
H 5.85 12.15 -8.36
H -3.26 -5.73 7.92
H 1.77 -8.97 -0.74
O -2.28 -4.56 4.55
H 1.40 12.80 -5.66
H -1.56 -5.33 8.28
C 1.28 11.25 -7.16
H -3.62 -3.72 -1.41
O -5.80 -0.73 2.66
H -1.51 4.39 -2.78
H -1.98 -6.26 -1.64
H 0.41 1.27 -1.37
H -0.23 12.17 -5.92
I 0.09 -3.22 1.16
H 5.51 8.13 -5.63
H 4.81 10.92 -9.14
O 0.71 -7.46 0.60
O 1.15 -12.25 -3.31
C -3.62 -1.08 3.70
H 0.12 6.25 -2.14
H -0.49 -0.40 -2.95
H -7.35 1.94 0.99
H 0.29 3.10 2.79
C 0.34 -5.62 3.03
C 0.47 5.15 -2.05
H 4.26 -10.75 -4.01
H 0.46 2.48 4.46
H -2.22 -0.17 -3.71
H 4.03 -0.11 5.25
C 1.28 -9.55 -1.52
H -3.60 -6.02 2.37
C -0.47 1.96 -1.69
H -2.50 -2.71 -3.75
S -5.60 0.52 1.65
C 3.63 -0.05 4.23
H -3.08 -5.09 10.28
H -2.78 -4.01 0.62
H -7.64 1.22 2.60
H -4.32 -1.96 1.85
H -3.13 -1.41 -1.43
H 4.42 -0.09 2.21
H 4.45 12.67 -9.34
C 0.99 2.76 3.55
H -3.13 -0.24 3.22
O 4.16 10.70 -6.44
```

The calculation puts the molecular weight at 1115.2 g/mol. The calculation puts the HOMO-LUMO gap at 0.2302 Eh. As for the total charge: -1. The calculation puts the lowest unoccupied orbital energy at 0.0532 hartree. Its calculated total energy is -141238.2176 eV.

---

Computed, not measured: a single C5H10BNO3 molecule in a non-equilibrium geometry, with the ωB97M-V functional and the def2-TZVPD basis.

Geometry as XYZ:
```
20
Properties=species:S:1:pos:R:3
O -1.49 0.37 -0.89
N -1.61 -0.45 0.35
B 2.21 -0.51 0.31
C -0.09 2.31 -0.35
H 0.98 2.44 -0.57
H -0.20 2.39 0.67
O 3.13 0.23 1.16
H -3.01 -1.65 -0.83
H -0.79 3.16 -0.72
C 0.73 -0.35 0.51
H 3.98 0.19 0.81
O 2.76 -1.21 -0.66
C -2.76 -1.42 0.22
H -0.58 -1.74 1.43
H 3.75 -1.22 -0.68
H 0.13 0.70 -1.92
C -0.36 -1.00 0.77
C -0.42 1.00 -0.98
H -2.78 -2.34 0.79
H -3.62 -0.90 0.58
```

The calculation puts the molecular weight at 143.0 g/mol. The calculation puts the HOMO-LUMO gap at 0.3100 Eh. As for the total charge: 0. The calculation puts the lowest unoccupied orbital energy at 0.0153 hartree. Its calculated total energy is -13652.7232 eV.

---

Computed, not measured: 2 unconnected molecules or ions with the total composition C21H22Cl2FN3O10PS in a non-equilibrium geometry, with the ωB97M-V functional and the def2-TZVPD basis.

Geometry as XYZ:
```
61
Properties=species:S:1:pos:R:3
C -1.57 -1.03 1.97
C -5.04 -2.04 -2.97
H -6.17 -3.28 -4.26
O -1.95 3.89 1.87
H 2.67 4.22 3.30
H 4.14 5.22 0.61
Cl -0.24 2.50 4.09
H 3.32 3.03 2.00
H -4.14 0.82 2.11
O 0.42 -1.11 -2.99
C -0.23 0.53 0.21
C 4.17 -2.88 0.76
C -3.85 -2.11 -2.02
F 2.35 -4.65 0.54
H -4.58 0.02 3.52
H -1.28 -2.13 2.06
H 4.82 5.16 2.31
C 2.00 1.04 -1.19
P -1.33 2.33 2.24
C 0.01 1.90 0.95
H 4.47 -3.58 1.62
C -1.48 -0.44 0.47
H 1.93 -2.58 0.98
O -5.61 -0.94 -3.14
C 1.42 4.07 1.37
C 2.13 2.39 -0.40
O -3.37 -1.14 -1.45
H 2.99 -1.94 -1.46
O -5.06 -5.48 -4.05
C 0.68 -1.26 -1.76
H 3.40 6.32 1.96
H -2.44 0.19 0.30
H -1.81 4.49 2.65
C -4.68 -4.54 -3.37
C 2.66 -3.23 0.35
H -1.55 -1.31 -0.27
C -3.56 -4.63 -2.33
C 2.85 4.08 2.17
C 0.79 0.07 -0.89
H 2.67 -3.74 -1.86
H 4.17 -1.79 1.14
N -3.77 0.29 2.93
H 4.90 -3.03 -0.13
C -5.34 -3.24 -3.56
C -3.14 -0.97 2.40
H -0.93 -0.44 2.73
O -3.04 -5.74 -2.11
O 0.91 -2.58 -1.26
N 1.18 2.79 0.65
O 4.14 4.23 -2.30
C 3.83 5.27 1.72
C -3.24 -3.43 -1.76
H 2.76 1.11 -3.72
H 0.64 4.32 2.17
O -3.91 -1.97 2.32
Cl 1.36 5.52 0.19
N 3.05 3.84 -1.95
C 2.34 -2.85 -1.21
H -2.45 -3.39 -1.02
O 3.28 3.19 -0.77
S 3.28 0.64 -2.50
```

The calculation puts the molecular weight at 629.4 g/mol. The calculation puts the HOMO-LUMO gap at 0.0715 Eh. As for the total charge: -1. The calculation puts the lowest unoccupied orbital energy at -0.0535 hartree. Its calculated total energy is -94952.9212 eV.